1.
The following is a quantum chemistry calculation of 3 unconnected molecules or ions with the total composition C25H24N2O12, from the OMol25 dataset.

```
63
Properties=species:S:1:pos:R:3:lowdin_charge:R:1
C -1.714 0.174 2.117 -0.05
C -0.429 0.679 1.306 -0.36
O -0.683 1.821 0.443 -0.08
C 0.178 -0.517 0.385 -0.19
N -0.835 -1.117 -0.543 -0.04
C -1.157 -2.469 0.004 -0.20
C -2.052 -3.258 -1.080 -0.17
O -3.011 -2.421 -1.770 -0.10
C -3.962 -1.855 -0.891 -0.15
C -4.802 -2.604 0.168 0.02
C -5.852 -1.816 1.033 -0.04
C -6.102 -0.281 0.880 0.00
C -5.252 0.451 -0.184 -0.04
C -4.212 -0.320 -1.036 0.04
C -3.520 0.716 -2.038 -0.30
O -2.506 0.505 -2.730 0.08
N -4.406 1.886 -1.926 0.09
C -5.222 1.968 -0.675 -0.31
O -5.705 2.988 -0.152 0.09
H -1.420 -0.819 2.634 0.08
H -2.047 0.929 2.902 0.08
H -2.548 -0.116 1.374 0.07
H 0.419 0.963 2.023 0.10
H -0.141 1.639 -0.363 0.07
H 0.614 -1.288 1.121 0.12
H 1.053 -0.152 -0.253 0.10
H -0.334 -1.210 -1.447 0.10
H -1.777 -2.352 0.953 0.11
H -0.201 -3.100 0.181 0.13
H -1.312 -3.629 -1.889 0.14
H -2.533 -4.218 -0.650 0.12
H -4.675 -3.735 0.289 0.10
H -6.515 -2.345 1.808 0.09
H -6.880 0.303 1.476 0.10
H -5.037 1.789 -2.749 0.16
O 5.986 2.136 6.353 0.11
C 5.193 1.934 5.449 -0.31
C 4.169 2.912 5.069 0.08
C 3.308 2.647 4.084 -0.22
O 2.354 3.546 3.719 0.10
C 3.352 1.355 3.342 -0.30
O 2.537 1.139 2.460 0.09
C 4.391 0.387 3.706 0.08
C 5.254 0.654 4.688 -0.22
O 6.226 -0.234 5.036 0.10
H 4.147 3.845 5.617 0.14
H 1.860 3.120 2.990 0.12
H 4.423 -0.539 3.147 0.14
H 6.715 0.191 5.768 0.12
O 3.990 -0.486 -6.562 0.11
C 3.274 -0.270 -5.599 -0.31
C 1.874 0.144 -5.736 0.08
C 1.127 0.387 -4.656 -0.21
O -0.174 0.768 -4.771 0.10
C 1.686 0.252 -3.280 -0.29
O 0.981 0.500 -2.316 0.08
C 3.078 -0.185 -3.142 0.08
C 3.823 -0.431 -4.222 -0.22
O 5.116 -0.839 -4.110 0.10
H 1.483 0.240 -6.740 0.14
H -0.498 0.884 -3.854 0.09
H 3.466 -0.296 -2.138 0.14
H 5.435 -0.948 -5.028 0.12
```

Results
SMILES ... C[C@H](O)CNCCOc1cccc2c1C(=O)NC2=O.O=C1C=C(O)C(=O)C=C1O.O=C1C=C(O)C(=O)C=C1O
Orbital gap ... 7.26 eV
Highest occupied orbital energy ... -8.971 eV
Total charge ... 0
Max |F| ... 4.817 eV/Å

***

2.
The following is a quantum chemistry calculation of a single C25H24N4O4S molecule, from the OMol25 dataset.

```
58
Properties=species:S:1:pos:R:3:lowdin_charge:R:1
C 3.493 1.869 -2.106 -0.09
O 2.272 1.172 -2.158 -0.11
C 1.177 1.727 -1.549 -0.19
C 1.225 2.892 -0.793 -0.01
C 0.088 3.419 -0.205 -0.06
C -1.141 2.797 -0.362 -0.24
C -2.364 3.255 0.382 -0.11
C -2.251 2.905 1.884 -0.12
N -1.592 1.640 2.114 -0.02
C -0.188 1.579 2.474 -0.12
N 0.306 0.338 1.902 -0.08
S 1.623 -0.444 2.645 0.71
O 2.525 0.618 2.973 -0.27
O 1.137 -1.270 3.708 -0.26
C 2.266 -1.427 1.312 -0.29
C 1.863 -2.739 1.172 -0.07
C 2.369 -3.480 0.116 -0.06
C 3.265 -2.902 -0.770 -0.07
C 3.667 -1.585 -0.608 -0.07
C 3.161 -0.838 0.443 -0.05
C -0.757 -0.342 1.370 -0.24
N -0.734 -1.496 0.795 0.21
C -1.948 -1.891 0.278 -0.20
C -2.027 -3.126 -0.373 -0.03
C -3.221 -3.552 -0.903 -0.09
C -4.364 -2.758 -0.796 -0.09
C -4.310 -1.540 -0.165 -0.03
C -3.106 -1.079 0.381 -0.22
N -3.084 0.154 0.983 0.20
C -1.926 0.497 1.456 -0.24
C -1.196 1.652 -1.143 0.04
C -0.068 1.094 -1.727 -0.19
O -0.288 -0.016 -2.494 -0.06
C 0.594 -1.114 -2.367 -0.07
H 3.402 2.870 -2.540 0.10
H 4.188 1.283 -2.706 0.09
H 3.876 1.948 -1.084 0.09
H 2.162 3.407 -0.653 0.11
H 0.167 4.326 0.377 0.12
H -3.237 2.750 -0.029 0.11
H -2.503 4.333 0.286 0.12
H -3.254 2.852 2.317 0.12
H -1.679 3.666 2.418 0.12
H 0.384 2.424 2.069 0.12
H -0.065 1.560 3.569 0.14
H 1.168 -3.152 1.883 0.11
H 2.068 -4.508 -0.014 0.11
H 3.658 -3.484 -1.591 0.11
H 4.371 -1.144 -1.296 0.11
H 3.454 0.184 0.619 0.11
H -1.130 -3.722 -0.444 0.11
H -3.279 -4.507 -1.406 0.10
H -5.297 -3.107 -1.216 0.10
H -5.182 -0.911 -0.075 0.11
H -2.136 1.152 -1.317 0.13
H 1.590 -0.886 -2.749 0.08
H 0.665 -1.434 -1.323 0.07
H 0.143 -1.909 -2.960 0.10
```

Results
SMILES ... COc1ccc(CCN2CN(S(=O)(=O)c3ccccc3)c3nc4ccccc4nc32)cc1OC
Orbital gap ... 8.22 eV
Highest occupied orbital energy ... -7.800 eV
Total charge ... 0
Max |F| ... 1.482 eV/Å
Energy relative to the best compared isomer or geometry (same formula, charge and spin) ... 49.67 kcal per mole